Entry 1:
DFT (wB97M-V/def2-TZVPD) results for a structure of composition C19H19AsCaN5O2S5Sb.

Each line ends with the natural charge from an NBO analysis.
Positions of all 53 atoms, in Å:
Ca  -0.2640  -0.1074  -0.0896  1.7007
S  2.2765  0.9581  4.7138  -0.9677
Sb  2.1051  -0.4705  2.9351  1.6263
S  1.9892  1.1571  1.0868  -0.4445
S  2.7172  0.2391  -0.6165  -0.6933
S  3.5984  -2.1172  2.6082  -0.8374
N  -1.7466  1.9471  0.8200  -0.6939
N  -1.6833  2.0034  2.2311  -0.4706
C  -1.3272  0.7795  2.8369  0.5629
N  -1.1757  0.8683  4.1989  -0.8592
N  -1.2210  -0.2226  2.0570  -0.5486
N  -0.6192  -1.4783  2.4247  0.2366
O  0.3106  -1.2569  3.4607  -0.7502
O  0.0990  -1.8362  1.3130  -0.8192
H  -1.5342  2.8626  0.4467  0.3679
H  -2.6519  1.6367  0.4750  0.3679
H  -2.4819  2.4348  2.6796  0.3520
H  -0.5618  1.6394  4.4481  0.4097
H  -0.7278  0.0171  4.5335  0.4350
S  -2.5156  -0.0861  -1.9086  -0.5638
C  -2.3160  -0.2086  -3.6509  -0.1233
C  -3.4246  -0.0076  -4.4886  -0.2495
C  -3.3218  -0.1073  -5.8653  -0.2182
C  -2.1022  -0.4135  -6.4597  -0.2916
C  -0.9938  -0.6195  -5.6493  -0.1520
C  -1.0889  -0.5274  -4.2652  -0.4187
As  0.4172  -0.6623  -3.0390  0.8826
C  0.2009  -2.5250  -2.4454  -0.2441
C  1.0432  -2.9644  -1.4269  -0.2545
C  0.9007  -4.2447  -0.9041  -0.1855
C  -0.0689  -5.0944  -1.4116  -0.2254
C  -0.9101  -4.6589  -2.4301  -0.2159
C  -0.7852  -3.3745  -2.9389  -0.2668
C  1.9104  -0.9523  -4.2718  -0.3387
C  2.0881  -2.1202  -5.0082  -0.1571
C  3.1818  -2.2613  -5.8507  -0.2442
C  4.1176  -1.2395  -5.9559  -0.2237
C  3.9583  -0.0808  -5.2105  -0.2199
C  2.8602  0.0606  -4.3701  -0.1977
H  -4.3743  0.2319  -4.0258  0.2079
H  -4.2009  0.0570  -6.4793  0.1910
H  -2.0139  -0.4902  -7.5371  0.1922
H  -0.0392  -0.8549  -6.1064  0.1998
H  1.7964  -2.3061  -1.0030  0.2625
H  1.5300  -4.5423  -0.0756  0.2291
H  -0.1909  -6.0877  -0.9955  0.1960
H  -1.6843  -5.3135  -2.8145  0.1929
H  -1.4683  -3.0287  -3.7061  0.2185
H  1.3734  -2.9293  -4.9115  0.2113
H  3.3113  -3.1769  -6.4162  0.1984
H  4.9788  -1.3558  -6.6035  0.1965
H  4.6985  0.7084  -5.2642  0.2032
H  2.7579  0.9458  -3.7525  0.2346

Values from the calculation:
- Energy above the lowest of the compared OMol25 structures with the same formula, charge and spin: 29.1 kcal per mole
- M: 746.489 g mol⁻¹
- DFT total energy: -171550.9956 eV
- Charge: -2
- Lowest unoccupied orbital energy: 0.15750 Eh



Entry 2:
DFT (wB97M-V/def2-TZVPD) results for a cluster of 6 separate species, C19H19ClF5N2O15 in total.

Each line ends with the natural charge from an NBO analysis.
Positions of all 61 atoms, in Å:
Cl  -2.0252  -0.0013  4.3242  0.1333
C  -3.7484  0.3222  4.3202  0.1755
C  -4.2686  1.6894  4.3438  -0.1433
C  -5.6817  1.9667  4.3709  -0.1724
C  -6.5135  0.7487  4.3832  0.0794
N  -5.8528  -0.4225  4.3336  -0.2247
N  -4.5856  -0.7104  4.2993  -0.1508
H  -3.5393  2.5311  4.3542  0.2882
H  -6.1144  2.9837  4.4132  0.2840
H  -7.6245  0.8108  4.4339  0.2775
H  -6.4697  -1.2461  4.3369  0.4456
C  1.3698  0.3046  3.3732  -0.1349
C  1.8982  0.3826  4.7757  0.4390
O  3.2931  0.4954  4.5828  -0.4783
C  3.4558  1.1199  3.3791  0.9604
O  4.4653  1.6163  3.0138  -0.5292
O  2.2989  1.1062  2.6503  -0.4985
F  1.6439  -0.7614  5.4584  -0.3256
H  1.3828  -0.7130  2.9749  0.2074
H  0.3596  0.7021  3.2860  0.2042
H  1.5352  1.2404  5.3477  0.1570
C  -0.2897  2.2241  -0.6830  -0.1302
C  0.3375  1.0179  -0.0489  0.4319
O  0.3120  0.0601  -1.0868  -0.4874
C  0.3811  0.7735  -2.2499  0.9731
O  0.6479  0.3041  -3.3060  -0.5640
O  0.1127  2.0908  -2.0429  -0.4684
F  -0.4208  0.5564  0.9855  -0.3443
H  -1.3809  2.2096  -0.6234  0.1956
H  0.0728  3.1576  -0.2549  0.2161
H  1.3657  1.1700  0.2860  0.1813
C  -2.2314  6.9024  4.2019  -0.1342
C  -2.9074  6.2636  5.3800  0.4416
O  -2.7613  4.8775  5.1130  -0.5149
C  -1.6114  4.7590  4.3840  0.9683
O  -1.0357  3.7319  4.2108  -0.5791
O  -1.2090  5.9536  3.8907  -0.4616
F  -4.2273  6.5628  5.4119  -0.3205
H  -2.8985  7.0115  3.3440  0.2093
H  -1.8057  7.8752  4.4412  0.2269
H  -2.4536  6.5007  6.3446  0.1699
C  2.8117  -2.9597  -3.9968  -0.1275
C  3.0526  -1.4955  -4.2132  0.4270
O  3.8592  -1.4738  -5.3783  -0.4809
C  3.5100  -2.5792  -6.0934  0.9714
O  3.7811  -2.7469  -7.2390  -0.5657
O  2.8046  -3.4622  -5.3311  -0.4959
F  3.7581  -0.9587  -3.1860  -0.3286
H  3.6150  -3.4386  -3.4323  0.2051
H  1.8648  -3.1576  -3.4965  0.2099
H  2.1484  -0.9117  -4.3827  0.1877
C  2.7423  -5.5348  -7.7344  -0.1432
C  3.4044  -6.8743  -7.6020  0.4432
O  2.3095  -7.7550  -7.4336  -0.4922
C  1.2613  -7.1780  -8.0940  0.9614
O  0.2637  -7.7486  -8.3915  -0.5582
O  1.5083  -5.8705  -8.3722  -0.4810
F  4.1824  -6.9302  -6.4909  -0.3307
H  2.5377  -5.0735  -6.7717  0.2148
H  3.3207  -4.8408  -8.3391  0.2267
H  3.9882  -7.1781  -8.4742  0.1535

Values from the calculation:
- M: 645.803 g mol⁻¹
- DFT total energy: -79805.6402 eV
- Charge: +1
- Lowest unoccupied orbital energy: -0.20704 Eh



Entry 3:
DFT (wB97M-V/def2-TZVPD) results for an isolated molecule of C19H19ClN2O.

Each line ends with the natural charge from an NBO analysis.
Positions of all 42 atoms, in Å:
O  1.7627  2.4288  0.9991  -0.6119
C  1.4004  1.6815  1.8799  0.6837
C  2.2586  0.5723  2.4630  -0.4831
C  1.9237  -0.7828  1.8087  -0.4056
C  2.4236  -0.8476  0.4035  -0.1156
C  3.6452  -1.2994  -0.0028  -0.0204
N  3.7700  -1.1732  -1.3597  -0.5229
C  2.6256  -0.6223  -1.8590  0.1279
C  2.2755  -0.2973  -3.1630  -0.2437
C  1.0320  0.2591  -3.3683  -0.2139
C  0.1550  0.4863  -2.3045  -0.2299
C  0.4944  0.1618  -1.0115  -0.2048
C  1.7461  -0.4009  -0.7721  -0.0270
N  0.1666  1.7496  2.4379  -0.6306
C  -0.8284  2.7149  2.0345  -0.2108
C  -2.2455  2.1454  2.1755  -0.4263
C  -2.4524  0.9578  1.2797  -0.0154
C  -2.8847  1.1303  -0.0300  -0.2221
C  -3.0338  0.0502  -0.8798  -0.1715
C  -2.7315  -1.2217  -0.4211  -0.0599
Cl  -2.8870  -2.5742  -1.4841  0.0114
C  -2.3078  -1.4195  0.8824  -0.2184
C  -2.1773  -0.3297  1.7244  -0.2119
H  2.0993  0.5105  3.5419  0.2038
H  3.3049  0.8116  2.2727  0.2339
H  0.8423  -0.9389  1.8223  0.2124
H  2.3954  -1.5759  2.3943  0.2160
H  4.4440  -1.7139  0.5834  0.2049
H  4.5811  -1.4252  -1.8975  0.4103
H  2.9567  -0.4718  -3.9835  0.2090
H  0.7273  0.5280  -4.3692  0.2088
H  -0.8088  0.9298  -2.5068  0.2041
H  -0.1895  0.3442  -0.1983  0.2084
H  -0.0561  1.1617  3.2245  0.3870
H  -0.6111  2.9786  0.9961  0.2313
H  -0.7437  3.6245  2.6446  0.1909
H  -2.4109  1.8616  3.2178  0.2038
H  -2.9556  2.9330  1.9200  0.2240
H  -3.1051  2.1243  -0.3905  0.2167
H  -3.3760  0.1899  -1.8931  0.2219
H  -2.0822  -2.4148  1.2320  0.2285
H  -1.8621  -0.4910  2.7457  0.2070

Values from the calculation:
- Energy above the lowest of the compared OMol25 structures with the same formula, charge and spin: 0.0 kcal per mole
- M: 326.827 g mol⁻¹
- SMILES: O=C(CCc1c[nH]c2ccccc12)NCCc1ccc(Cl)cc1
- DFT total energy: -37562.8994 eV
- Charge: 0
- Lowest unoccupied orbital energy: 0.02483 Eh



Entry 4:
DFT (wB97M-V/def2-TZVPD) results for an isolated molecule of C19H19ClN4O3.

Each line ends with the natural charge from an NBO analysis.
Positions of all 46 atoms, in Å:
N  -0.8708  -1.5427  4.8428  -0.7827
C  -1.1106  -1.2769  3.5383  0.4341
N  -2.0526  -0.3986  3.3643  -0.5295
C  -2.3159  -0.0598  2.0789  0.2751
N  -1.7158  -0.5447  1.0100  -0.5341
C  -0.7715  -1.4755  1.2468  0.3751
C  -0.4232  -1.8526  2.5194  -0.2242
C  0.6824  -2.8372  2.4505  -0.2774
C  0.9171  -2.9932  1.1250  -0.0256
N  -0.0050  -2.2237  0.3707  -0.3534
C  0.0988  -2.0905  -1.1064  -0.0564
C  0.9848  -0.8726  -1.3932  -0.4073
C  0.2960  0.0085  -2.4095  -0.2748
C  0.6799  1.5214  -2.3897  0.1068
O  2.0866  1.6436  -2.6658  -0.5145
C  2.7657  1.9893  -1.4574  -0.1029
C  1.7418  2.4079  -0.4961  0.0491
C  1.9072  2.9782  0.7975  -0.2567
C  0.7562  3.3396  1.4895  -0.0021
Cl  0.8269  3.9604  3.1553  -0.0134
C  -0.5028  3.1859  0.9157  -0.2427
C  -0.6339  2.5603  -0.3410  -0.1620
C  0.5108  2.1841  -1.0582  -0.1000
C  -1.1653  -0.3041  -2.2558  0.0647
O  -1.9003  -0.1427  -3.4756  -0.7484
C  -1.2007  -1.7900  -1.8423  0.0881
O  -1.2062  -2.5368  -3.0940  -0.7376
H  -1.5747  -1.2029  5.4715  0.4035
H  -0.4252  -2.4429  5.0404  0.3833
H  -3.0249  0.7227  1.8629  0.1772
H  1.1939  -3.3496  3.2676  0.2263
H  1.6624  -3.6794  0.6873  0.2258
H  0.5674  -2.9547  -1.5368  0.2385
H  1.1478  -0.3064  -0.4933  0.2167
H  1.9638  -1.2395  -1.7569  0.2227
H  0.5915  -0.3737  -3.3848  0.2284
H  0.1038  2.0583  -3.1570  0.1893
H  3.3595  1.1545  -1.0302  0.1806
H  3.5046  2.7635  -1.6567  0.1960
H  2.9148  3.0802  1.2170  0.2322
H  -1.3624  3.4597  1.4909  0.2326
H  -1.6042  2.3429  -0.8181  0.2155
H  -1.5806  0.2869  -1.4286  0.2041
H  -2.1512  0.7844  -3.6186  0.4890
H  -2.1011  -2.0009  -1.2950  0.1952
H  -1.5651  -1.9409  -3.7810  0.4956

Values from the calculation:
- Energy above the lowest of the compared OMol25 structures with the same formula, charge and spin: 34.9 kcal per mole
- M: 386.839 g mol⁻¹
- SMILES: Nc1ncnc2c1ccn2[C@@H]1C[C@H]([C@@H]2OCc3cc(Cl)ccc32)[C@@H](O)[C@H]1O
- DFT total energy: -44636.8702 eV
- Charge: 0
- Lowest unoccupied orbital energy: 0.01698 Eh



Entry 5:
DFT (wB97M-V/def2-TZVPD) results for a structure of composition C19H19ErF13N2S.

Each line ends with the Löwdin spin population.
Positions of all 55 atoms, in Å:
C  -2.9069  2.2492  -4.0358  -0.0002
C  -3.0923  0.9344  -4.8494  0.0001
C  -3.8808  1.2144  -6.1311  0.0002
C  -3.7585  -0.1789  -4.0138  -0.0001
C  -2.8204  -1.1337  -3.2506  -0.0009
C  -1.9219  -0.4445  -2.2782  0.0035
C  -0.7982  0.2921  -2.7127  0.0169
N  0.0221  0.9982  -1.9734  0.0056
C  -0.2010  0.9610  -0.6458  0.0721
C  0.6461  1.6504  0.2986  0.1574
C  0.4467  1.5468  1.6511  -0.0073
C  -0.5900  0.7447  2.1744  0.1485
C  -0.8185  0.4765  3.6151  0.0393
C  0.3498  0.6634  4.5817  0.0039
C  1.1907  -0.6011  4.7398  0.0031
F  2.0983  -0.4012  5.7148  0.0016
F  0.3965  -1.6470  5.0773  0.0005
C  1.9520  -0.9902  3.4394  0.0007
F  2.5692  0.1346  2.9999  -0.0009
F  0.9935  -1.2893  2.5015  0.0066
C  2.9585  -2.2085  3.5313  0.0000
F  2.8197  -2.7584  4.7482  0.0001
F  2.6147  -3.1268  2.6108  0.0001
C  4.4841  -1.8355  3.3999  0.0000
F  4.7170  -0.7824  4.1985  0.0000
F  5.1709  -2.8861  3.8381  0.0000
S  5.1418  -1.4610  1.6396  0.0000
F  5.0262  -2.9968  1.2889  0.0000
F  6.6094  -1.6378  2.1468  0.0000
F  5.2056  0.0998  1.9251  0.0000
F  3.6375  -1.2464  1.0655  0.0001
F  5.6718  -1.1837  0.1881  0.0000
C  -1.4874  0.1132  1.2422  0.3911
C  -1.2935  0.1989  -0.1759  0.0458
N  -2.1486  -0.4556  -0.9760  0.0582
H  -3.4565  3.0731  -4.4869  0.0000
H  -1.8539  2.5971  -3.9892  -0.0003
H  -3.2153  2.1460  -2.9959  -0.0001
H  -2.0928  0.5677  -5.1870  -0.0001
H  -3.3589  1.9235  -6.7766  0.0000
H  -4.8511  1.6468  -5.8829  0.0000
H  -4.0451  0.3006  -6.7016  0.0000
H  -4.4612  0.2739  -3.3099  0.0000
H  -4.3529  -0.8088  -4.6766  0.0000
H  -2.2043  -1.6875  -3.9654  -0.0004
H  -3.4047  -1.8654  -2.6920  0.0000
H  -0.6077  0.2827  -3.7858  -0.0001
H  1.4767  2.2330  -0.0844  0.0059
H  1.1361  2.0497  2.3135  -0.0021
H  -1.2164  -0.5405  3.6915  0.0083
H  -1.6582  1.1293  3.9145  0.0224
H  -0.0323  0.8897  5.5785  0.0000
H  1.0132  1.4824  4.3123  0.0001
H  -2.3177  -0.4845  1.6051  0.0108
Er  0.4991  1.7781  -4.4550  2.0097

Values from the calculation:
- M: 721.676 g mol⁻¹
- Multiplicity: 4
- DFT total energy: -96740.9155 eV
- Charge: +3
- Lowest unoccupied orbital energy (spin up / spin down): -0.43224 / -0.49306 Eh



Entry 6:
DFT (wB97M-V/def2-TZVPD) results for a structure of composition C19H19EuO3.

Each line ends with the natural charge from an NBO analysis.
Positions of all 42 atoms, in Å:
C  0.5951  -2.0111  1.2015  -0.3706
C  -0.6391  -2.6391  0.8214  -0.3463
C  -0.5605  -2.9657  -0.5616  -0.3548
H  -1.5050  -2.8325  1.4549  0.2243
C  0.7013  -2.5085  -1.0545  -0.3127
C  1.4187  -1.9179  0.0367  -0.3696
H  2.4274  -1.4951  0.0078  0.2208
H  0.8768  -1.6635  2.1972  0.2337
H  -1.3344  -3.4845  -1.1290  0.2091
H  1.0543  -2.5955  -2.0854  0.2143
C  -0.7869  3.0355  -0.0498  -0.3691
C  -0.6946  2.4762  1.2614  -0.3237
C  0.5972  1.8759  1.3976  -0.3586
H  -1.4572  2.5581  2.0311  0.2299
C  1.3013  2.0499  0.1642  -0.3769
C  0.4517  2.7835  -0.7229  -0.3565
H  0.7303  3.1420  -1.7154  0.2113
H  -1.6383  3.6001  -0.4313  0.2078
H  1.0000  1.4001  2.2861  0.2554
H  2.3208  1.7095  -0.0229  0.2169
Eu  -0.6868  -0.0154  -0.2968  1.8735
O  -0.7393  -0.4248  -2.4104  -0.9253
C  -1.2870  -0.8251  -3.6465  -0.0878
C  -0.4129  -1.1450  -4.8466  -0.0816
H  -1.7931  -1.7852  -3.4421  0.1590
H  -2.0012  -0.0290  -3.9221  0.1490
H  -0.0191  -2.1614  -4.8879  0.1766
H  0.8121  -1.9670  -7.0017  0.2039
C  0.5889  -0.8943  -7.0450  -0.1774
C  -0.1198  -0.3167  -5.9208  -0.1160
C  -0.5502  1.0473  -6.0664  -0.1941
H  -1.1815  1.4575  -5.2845  0.2185
C  -0.2418  1.7571  -7.2247  -0.2079
H  -0.5609  2.7931  -7.3095  0.2059
C  0.4963  1.1934  -8.2692  -0.2336
H  0.7588  1.7713  -9.1581  0.2050
C  0.8897  -0.1543  -8.1761  -0.2292
H  1.4637  -0.6207  -8.9783  0.2057
O  -0.5826  0.6384  3.7457  -0.6987
C  -1.4140  -0.0900  3.1754  0.6572
O  -1.6524  -0.1603  1.9042  -0.8404
H  -2.0657  -0.7475  3.7851  0.0530

Values from the calculation:
- Energy above the lowest of the compared OMol25 structures with the same formula, charge and spin: 0.0 kcal per mole
- M: 447.322 g mol⁻¹
- Multiplicity: 8
- DFT total energy: -45482.8501 eV
- Charge: -1
- Lowest unoccupied orbital energy (spin up / spin down): 0.08329 / 0.05921 Eh